(1)
Density functional theory data (ωB97M-V/def2-TZVPD) for C8H16CsO4S2 as an isolated structure.

Last column: Löwdin charge in e.
Geometry (Å):
1 Cs -2.9704 1.0265 -0.5285  1.099
2 C -1.0172 2.8727 3.6399  -0.210
3 C 0.4603 2.6771 4.0163  -0.202
4 C 1.0611 1.8652 2.8732  -0.199
5 S -0.2335 0.6754 2.4615  0.667
6 O 0.0671 -0.6107 3.0244  -0.294
7 O -0.5319 0.7493 1.0373  -0.510
8 C -1.5417 1.4685 3.4068  -0.229
9 H -1.0636 3.4550 2.7135  0.121
10 H -1.5899 3.4171 4.3873  0.124
11 H 0.5539 2.1365 4.9609  0.127
12 H 0.9282 3.6497 4.1571  0.124
13 H 1.9687 1.2916 3.0338  0.113
14 H 1.1799 2.5154 2.0052  0.112
15 H -1.5972 0.9085 4.3423  0.115
16 H -2.4742 1.2665 2.8787  0.089
17 C 0.7419 -2.5916 -4.3342  -0.205
18 C 0.6474 -3.2587 -2.9381  -0.186
19 C 0.3669 -2.2077 -1.8737  -0.208
20 S 0.3935 -0.5893 -2.6827  0.668
21 O 1.7291 -0.0682 -2.6010  -0.286
22 O -0.6918 0.2493 -2.2038  -0.511
23 C 0.0850 -1.2153 -4.3271  -0.222
24 H 0.3007 -3.1876 -5.1328  0.117
25 H 1.7865 -2.4903 -4.6368  0.119
26 H 1.5897 -3.7578 -2.7294  0.117
27 H -0.1352 -4.0138 -2.9596  0.114
28 H 1.1112 -2.1151 -1.0856  0.111
29 H -0.6140 -2.2962 -1.4077  0.100
30 H 0.4881 -0.5265 -5.0637  0.115
31 H -0.9984 -1.2956 -4.4337  0.109

Output
- Spin multiplicity: 1
- Frontier orbital gap: 0.371 hartree
- Total charge: +1
- Energy above the lowest of the compared OMol25 structures with the same formula, charge and spin: 13.0 kcal/mol
- Strongest force on any atom: 0.0156 Eh/bohr

***

(2)
Density functional theory data (ωB97M-V/def2-TZVPD) for the molecule C21H25N3O4S.

Last column: Löwdin charge in e.
Geometry (Å):
1 O -2.8266 -3.4136 -0.3978  0.048
2 C -1.7764 -2.8456 -0.6224  -0.583
3 C -1.2768 -2.6115 -2.0404  -0.342
4 S -0.9438 -0.8384 -2.3532  1.008
5 C -2.3590 -0.0581 -1.6301  -0.433
6 C -3.5974 -0.6794 -1.5465  -0.074
7 C -4.6494 -0.0406 -0.9164  -0.058
8 C -4.4859 1.2240 -0.3766  -0.083
9 C -3.2617 1.8594 -0.4835  -0.044
10 C -2.1964 1.2296 -1.1116  -0.161
11 C -0.8973 1.9367 -1.2994  -0.502
12 O -0.3553 2.0409 -2.3821  0.046
13 N -0.3941 2.4748 -0.1607  0.088
14 C 0.9115 3.0883 -0.1364  -0.172
15 C 2.0169 2.1009 0.2491  -0.139
16 C 2.1165 0.9665 -0.7744  -0.139
17 N 3.1524 0.0213 -0.4463  -0.054
18 C 4.5399 0.2552 -0.7768  -0.139
19 C 5.2822 -0.8473 -0.0137  -0.149
20 C 4.2312 -1.9457 0.1387  -0.073
21 C 2.9096 -1.2029 0.0460  -0.443
22 O 1.8132 -1.6357 0.3512  0.040
23 N -0.9655 -2.3551 0.3260  0.074
24 C -1.3485 -2.3081 1.7205  -0.074
25 C -1.4618 -0.8862 2.1651  -0.241
26 C -0.4972 0.0206 2.4962  -0.026
27 C -1.1746 1.2341 2.7752  -0.090
28 C -2.4980 0.9704 2.5872  -0.132
29 O -2.6771 -0.3041 2.2142  0.064
30 H -0.3138 -3.0976 -2.1951  0.083
31 H -1.9970 -2.9952 -2.7624  0.082
32 H -3.7515 -1.6606 -1.9631  0.104
33 H -5.6042 -0.5394 -0.8510  0.110
34 H -5.3109 1.7166 0.1155  0.104
35 H -3.1269 2.8588 -0.0947  0.119
36 H -0.8022 2.2033 0.7235  0.098
37 H 1.0963 3.4691 -1.1440  0.124
38 H 0.8952 3.9247 0.5679  0.120
39 H 1.8077 1.6787 1.2342  0.106
40 H 2.9638 2.6416 0.3020  0.109
41 H 1.1767 0.4102 -0.8035  0.088
42 H 2.2993 1.3757 -1.7717  0.139
43 H 4.6863 0.1665 -1.8612  0.129
44 H 4.8469 1.2574 -0.4700  0.120
45 H 5.5839 -0.4813 0.9683  0.113
46 H 6.1713 -1.1837 -0.5424  0.109
47 H 4.2689 -2.6625 -0.6842  0.126
48 H 4.3071 -2.4999 1.0721  0.121
49 H -0.0538 -1.9729 0.0984  0.081
50 H -2.3175 -2.8058 1.8089  0.131
51 H -0.5988 -2.8281 2.3240  0.135
52 H 0.5561 -0.1664 2.5353  0.104
53 H -0.7414 2.1588 3.1027  0.106
54 H -3.3723 1.5816 2.6896  0.124

Output
- SMILES: O=C(CSc1ccccc1C(=O)NCCCN1CCCC1=O)NCc1ccco1
- Spin multiplicity: 1
- Frontier orbital gap: 0.317 hartree
- Total charge: 0
- Energy above the lowest of the compared OMol25 structures with the same formula, charge and spin: 5.2 kcal/mol
- Strongest force on any atom: 0.0193 Eh/bohr